# 1
Computed, not measured: a molecular structure, H3NS2, with the ωB97M-V functional and the def2-TZVPD basis.

The HOMO energy (alpha / beta) is -8.972 / -8.930 eV.

```
! RIJCOSX wB97M-V def2-TZVPD def2/J DEFGRID3
* xyz 0 1
N 0.00659 -0.40636 0.45933
S -0.31591 0.38061 -1.73018
S 0.10059 0.80580 1.57685
H -0.95581 -0.70240 0.53128
H -0.20603 -0.77801 -2.38430
H 1.37058 0.70035 1.54702
*
```

In elementary charge units, the Löwdin charges are: -0.5990 0.4035 0.6926 -0.0573 -0.2712 -0.1686

# 2
Computed, not measured: 2 unconnected molecules or ions with the total composition H3O2PS, with the ωB97M-V functional and the def2-TZVPD basis.

The HOMO energy is -9.215 eV.

```
! RIJCOSX wB97M-V def2-TZVPD def2/J DEFGRID3
* xyz 0 1
O 2.47890 1.46341 -1.52492
O -0.40665 1.02603 0.63483
P 1.17577 2.01131 -1.90770
S -1.42762 0.13700 1.18041
H -0.75234 -0.57383 2.21758
H 1.47534 3.23728 -2.65468
H -1.44420 -0.93788 0.09239
*
```

In elementary charge units, the Löwdin charges are: -0.5699 -0.7662 0.7677 0.7475 -0.0397 -0.1484 0.0090

# 3
Computed, not measured: H3O2PS in the gas phase, with the ωB97M-V functional and the def2-TZVPD basis.

As for the structure (SMILES): OPOS. The HOMO energy is -8.336 eV.

```
! RIJCOSX wB97M-V def2-TZVPD def2/J DEFGRID3
* xyz 0 1
O -1.79373 -0.27938 0.24750
O 0.93267 0.03570 0.63486
P -0.69580 0.77504 -0.26408
S 2.32473 -0.03058 -0.16734
H -2.03539 -0.94731 -0.39888
H -0.83910 1.58068 0.87474
H 2.10663 -1.13416 -0.92681
*
```

In elementary charge units, the Löwdin charges are: -0.3651 -0.9639 0.8969 0.6038 0.0473 -0.0599 -0.1590

# 4
Computed, not measured: 2 unconnected molecules or ions with the total composition H3O2PS2, with the ωB97M-V functional and the def2-TZVPD basis.

The HOMO energy (alpha / beta) is -8.811 / -8.977 eV.

```
! RIJCOSX wB97M-V def2-TZVPD def2/J DEFGRID3
* xyz 0 3
O -1.37531 0.63671 -0.89317
O -0.10860 -0.42501 1.15814
P 0.16818 0.12608 -0.32214
S 1.38799 2.92921 0.91428
S 0.67678 -1.89283 -1.06772
H -1.56401 0.78405 -1.77119
H -0.36211 0.19486 1.86615
H 1.17709 -2.35308 0.11565
*
```

In elementary charge units, the Löwdin charges are: -0.3080 -0.3900 0.4685 0.0023 0.3540 -0.0095 0.0685 -0.1858

# 5
Computed, not measured: a molecular structure, H3O2SSi, with the ωB97M-V functional and the def2-TZVPD basis.

The HOMO energy is -2.661 eV.

```
! RIJCOSX wB97M-V def2-TZVPD def2/J DEFGRID3
* xyz -1 1
O 0.97513 0.06123 -0.39726
O -0.87350 -1.24838 -2.30253
Si 0.07555 0.48262 0.78022
S 0.56887 -1.31349 -1.99995
H 0.64559 1.31097 1.78737
H -1.02636 1.46914 0.56340
H -0.36529 -0.76209 1.56875
*
```

In elementary charge units, the Löwdin charges are: -0.7170 -0.7898 0.2187 0.6079 -0.1391 -0.1044 -0.0764

# 6
Computed, not measured: 2 unconnected molecules or ions with the total composition H3O5PS, with the ωB97M-V functional and the def2-TZVPD basis.

As for the structure (SMILES): O=P(O)(O)O.O=S. The HOMO energy (alpha / beta) is -9.338 / -9.336 eV.

```
! RIJCOSX wB97M-V def2-TZVPD def2/J DEFGRID3
* xyz 0 1
O -2.20451 -0.41288 -1.98682
O -0.24135 -0.96503 0.05819
O 0.31997 1.49303 -0.41533
O -0.37699 0.81077 1.93448
O 1.97567 0.19166 0.76084
P 0.38550 0.35049 0.75539
S -1.49690 -1.70076 -2.14325
H 0.04760 1.17133 -1.28236
H -0.86692 -1.30584 0.68968
H 2.45794 0.36724 1.62918
*
```

In elementary charge units, the Löwdin charges are: -0.6597 -0.2330 -0.1216 -0.2558 -0.1250 0.3513 0.7755 0.0641 0.0683 0.1358

# 7
Computed, not measured: 2 unconnected molecules or ions with the total composition H3PS2, with the ωB97M-V functional and the def2-TZVPD basis.

As for the structure (SMILES): P=S.S. The HOMO energy is -8.946 eV.

```
! RIJCOSX wB97M-V def2-TZVPD def2/J DEFGRID3
* xyz 0 1
P 1.80637 0.06460 0.07331
S -3.66714 -0.07740 0.13858
S -0.16259 0.40815 0.19119
H -4.83484 -0.57512 0.30025
H 1.88558 -0.62523 1.31661
H -3.65088 -0.65925 -1.10988
*
```

In elementary charge units, the Löwdin charges are: 0.2898 0.4413 -0.0499 -0.2822 -0.2214 -0.1777

# 8
Computed, not measured: 2 unconnected molecules or ions with the total composition H3PS2, with the ωB97M-V functional and the def2-TZVPD basis.

The HOMO energy (alpha / beta) is -9.678 / -9.183 eV.

```
! RIJCOSX wB97M-V def2-TZVPD def2/J DEFGRID3
* xyz 0 1
P 0.25696 0.21431 0.67915
S -1.13005 1.41065 1.34149
S -0.51604 -1.67848 -1.57635
H 1.14533 0.74513 -0.19153
H 1.21313 -0.25281 1.47072
H -0.96934 -0.43880 -1.72347
*
```

In elementary charge units, the Löwdin charges are: 0.2392 0.1194 0.2312 -0.1170 -0.1295 -0.3432

# 9
Computed, not measured: 2 unconnected molecules or ions with the total composition H3PS4, with the ωB97M-V functional and the def2-TZVPD basis.

The HOMO energy is -9.702 eV.

```
! RIJCOSX wB97M-V def2-TZVPD def2/J DEFGRID3
* xyz 0 1
P 2.60719 -1.29899 -1.27777
S 4.05451 -0.60318 -2.30954
S -2.27724 1.54422 0.70198
S 2.70504 -3.35273 -1.09167
S 1.05444 -0.58106 -0.34193
H -1.19123 2.09815 1.14435
H 1.51782 -3.39503 -0.32150
H -2.92191 2.80047 0.67415
*
```

In elementary charge units, the Löwdin charges are: -0.5290 0.1795 0.4333 0.3511 0.1334 -0.2722 -0.1289 -0.1672

# 10
Computed, not measured: 20 unconnected molecules or ions with the total composition H40O20, with the ωB97M-V functional and the def2-TZVPD basis.

The HOMO energy is -10.687 eV.

```
! RIJCOSX wB97M-V def2-TZVPD def2/J DEFGRID3
* xyz 0 1
O 0.10758 -2.23800 -3.73588
H -0.36661 -2.69557 -3.00466
H 0.18868 -1.35154 -3.99530
O -0.99450 1.59580 -0.09036
H -0.03618 1.63689 -0.14487
H -1.24612 2.50876 -0.03590
O -3.45210 3.31845 2.45671
H -2.48749 3.41477 2.35738
H -3.45303 2.45111 2.85424
O -2.56281 3.07172 -2.30024
H -2.65441 2.60950 -1.48542
H -3.30148 3.43800 -2.76708
O -1.61131 -1.43813 4.63070
H -2.18772 -1.52165 3.66791
H -1.48865 -0.49439 4.61841
O -4.38421 -0.86682 1.15254
H -4.44056 -0.12826 0.59190
H -4.30083 -1.49024 0.36703
O 2.57863 -0.64473 3.80500
H 3.07065 -1.49160 3.74168
H 2.88798 0.09474 4.20765
O 1.80343 0.73894 0.51705
H 1.07198 0.08091 0.36485
H 2.61045 0.68699 0.03812
O 3.17256 2.20931 4.20239
H 3.86081 2.78223 3.82924
H 2.36301 2.63169 3.92119
O -0.66936 -2.50666 -0.43598
H -0.97680 -2.40349 0.55462
H -0.38594 -3.47320 -0.46518
O -2.76784 -4.42988 -1.53078
H -3.25199 -4.56392 -0.67513
H -2.87020 -3.48302 -1.72430
O -3.25679 0.89017 -3.28603
H -2.64182 0.56479 -3.90786
H -2.92345 0.54646 -2.46576
O 0.02581 -0.64899 2.48058
H 0.34295 -0.42433 3.33236
H 0.10666 -0.00745 1.76649
O 3.87510 -3.18312 -0.67154
H 3.83786 -2.28152 -0.42958
H 2.95989 -3.40013 -0.72950
O -0.01679 3.20136 -2.57576
H -0.93675 3.19540 -2.32738
H 0.67254 3.02602 -1.89040
O 2.70228 -1.97694 -2.36697
H 2.13097 -1.75491 -3.21318
H 3.16659 -2.46090 -3.02243
O 0.93342 0.29180 -1.70305
H -0.02473 0.16906 -1.72824
H 1.00966 1.00276 -2.36325
O -1.75834 -4.11017 2.42305
H -2.27824 -4.07859 3.23538
H -1.19107 -3.30811 2.37218
O 4.39349 0.57418 -3.73815
H 4.49932 1.37698 -3.15449
H 4.11818 -0.14815 -3.16554
O 2.01855 5.69937 0.63236
H 1.14841 5.94559 0.36090
H 2.07248 5.75242 1.58569
*
```

In elementary charge units, the Löwdin charges are: -0.0474 0.0608 0.0044 -0.0329 0.0013 0.0268 -0.0551 0.0352 0.0223 -0.0288 0.0216 0.0763 -0.1323 0.1408 -0.0090 -0.0539 -0.0113 0.0693 -0.0215 0.0773 -0.0613 -0.0716 0.0384 0.0323 -0.0389 0.0563 0.0362 -0.1211 0.0666 0.0742 -0.0838 0.0594 0.0206 -0.0212 0.0218 0.0183 -0.0461 -0.0044 0.0031 -0.0430 0.0021 0.0106 -0.0741 -0.0546 0.0470 -0.1068 0.0853 0.0252 -0.0703 0.0379 0.0520 -0.0666 0.0389 0.0205 -0.0812 0.0616 -0.0078 -0.0428 0.0172 0.0264

# 11
Computed, not measured: 20 unconnected molecules or ions with the total composition H40O20, with the ωB97M-V functional and the def2-TZVPD basis.

The HOMO energy (alpha / beta) is -13.321 / -13.321 eV.

```
! RIJCOSX wB97M-V def2-TZVPD def2/J DEFGRID3
* xyz 1 2
O 0.33198 0.35814 3.11730
H 1.27433 0.16987 3.03106
H -0.01848 -0.47689 2.74516
O -2.36500 3.96175 2.95531
H -2.04194 4.29944 2.12828
H -1.83816 3.46956 3.51052
O -3.25587 1.67051 -0.63305
H -3.74040 1.38213 0.16331
H -3.06545 0.87110 -1.16247
O -0.65275 -3.45781 0.49489
H -0.43854 -3.95512 1.29209
H 0.15405 -2.99981 0.26136
O 1.16785 -1.73122 -5.30255
H 2.00653 -1.35569 -5.03805
H 1.17109 -2.65006 -5.48842
O -3.00190 -1.88268 -4.19238
H -3.59172 -2.57382 -4.50513
H -2.27039 -1.94172 -4.81284
O -0.99617 1.69189 0.54060
H -1.48497 2.13965 1.27636
H -1.46766 0.87689 0.34038
O 3.07002 3.55855 -2.85630
H 3.38648 4.45097 -2.71956
H 2.29477 3.43815 -2.30393
O 3.74094 -2.18402 0.04761
H 4.16505 -1.90285 -0.77833
H 4.50915 -2.48079 0.56028
O 3.77082 1.96791 2.24547
H 3.82643 2.84982 2.63571
H 3.47646 2.22820 1.36876
O 2.78969 0.25259 0.19817
H 3.09904 -0.68405 0.22749
H 1.83998 0.24271 0.14069
O -1.31919 -1.90104 2.72920
H -1.59792 -1.15782 3.24609
H -1.48116 -2.46937 1.96963
O -1.71530 5.64302 -0.78504
H -1.09666 6.10869 -1.35474
H -1.90564 4.80345 -1.20385
O -3.59185 2.17962 -4.74717
H -3.11661 1.51361 -5.25661
H -3.12958 2.16565 -3.90441
O 0.28265 -4.46140 4.18191
H 0.61231 -3.55092 4.28465
H -0.60481 -4.11001 3.98099
O -3.63872 -1.67674 -0.81191
H -2.73457 -1.42400 -0.58987
H -3.44029 -1.91525 -1.74007
O 5.49253 3.10364 0.22578
H 4.59839 2.87355 -0.04909
H 5.70451 2.29481 0.69898
O -3.12131 -3.81557 -2.48557
H -3.06270 -4.03975 -1.55257
H -3.98266 -3.95434 -2.78287
O 2.28749 -4.20741 0.96905
H 2.81921 -3.46672 0.62537
H 1.99950 -4.72267 0.22177
O -0.41453 2.37263 4.94636
H 0.45605 2.60956 5.26815
H -0.14442 1.60149 4.42807
*
```

In elementary charge units, the Löwdin charges are: -0.0227 0.0725 0.0172 0.0054 0.0258 -0.0431 0.1470 0.1214 0.0887 -0.0378 0.0436 0.0333 -0.0435 0.0324 0.0149 -0.0563 0.0397 0.0431 0.2654 0.1143 0.0757 -0.0486 0.0370 0.0177 -0.0326 0.1073 0.1117 -0.0677 0.0536 -0.0093 -0.0588 -0.0090 0.0087 -0.0539 0.0489 0.0222 -0.0471 0.0431 0.0135 -0.0468 0.0377 0.0079 -0.0617 0.0333 0.0192 -0.0551 0.0106 0.0178 -0.0503 0.0054 0.0315 -0.0370 0.0529 0.0192 -0.0537 -0.0241 0.0365 -0.0473 0.0466 -0.0163

# 12
Computed, not measured: 20 unconnected molecules or ions with the total composition H41O20, with the ωB97M-V functional and the def2-TZVPD basis.

The HOMO energy is -13.079 eV.

```
! RIJCOSX wB97M-V def2-TZVPD def2/J DEFGRID3
* xyz 1 1
O 2.47397 -0.91307 0.12781
H 2.01345 -0.32135 -0.51076
O 1.04444 0.98607 -1.25928
H 0.91564 1.75020 -0.61378
H 1.64411 1.30618 -1.93583
O 1.56701 1.67245 -3.72950
H 2.46260 1.94054 -3.69527
H 1.51657 0.70123 -3.86162
O 1.79939 -2.05641 -3.17038
H 2.01258 -2.19187 -2.22428
H 0.98269 -2.55765 -3.33036
O -1.61317 -0.35811 2.90525
H -2.80896 -1.26565 1.92795
H -1.26865 0.32581 3.44460
O -3.13739 -1.50621 1.14012
H -2.82585 -2.84293 0.15733
H -2.92442 -0.91144 0.40402
O -2.98083 -2.89812 -0.94003
H -2.94173 -3.90335 -1.04926
H -2.11374 -2.44811 -1.41651
O -1.02035 2.69396 -0.12285
H -1.23753 3.02950 0.70201
H -1.75012 2.93771 -0.55987
O -1.33700 0.15290 -0.40190
H -1.91200 0.64807 -0.95166
H -1.10502 -0.36207 2.10147
O -1.04058 1.73035 -3.18981
H -0.20537 1.50217 -3.65057
H -0.95748 2.62853 -2.83392
O 4.11604 1.06706 1.13141
H 5.01365 1.17608 0.66064
H 3.69295 1.99984 1.27153
O 2.34422 3.00546 1.73129
H 1.76577 3.82679 1.83493
H 2.38200 2.60833 2.62649
O -1.37812 -4.17041 0.51161
H -0.71539 -4.87099 0.64596
H -1.48048 -3.81564 1.41646
O 3.42336 0.08586 -2.24627
H 3.90018 -0.57655 -2.61103
H 3.04022 -0.31001 -1.41338
O -2.37021 -0.47413 -3.94205
H -2.11436 0.45280 -3.75107
H -3.33096 -0.53359 -3.76471
O -0.72747 1.33929 4.66556
H -1.49802 1.51072 5.11022
H -0.18842 0.66108 5.21157
O -2.68573 3.59324 1.83283
H -3.60153 3.94391 1.70065
H -2.38364 3.80404 2.80626
O -1.03170 -1.88377 -2.13273
H -0.89552 -1.20491 -1.52588
H -1.68910 -1.41552 -2.87376
O -0.44538 -3.19987 2.96236
H 0.03444 -3.68875 3.61413
H 0.02140 -2.19878 2.83273
O 2.76445 -0.15343 2.89841
H 3.30651 0.48125 2.36196
H 3.09379 -0.94416 2.68986
H 2.96299 -0.35862 0.70156
H -0.57820 0.77406 -0.42068
*
```

In elementary charge units, the Löwdin charges are: -0.0534 0.0018 -0.0851 0.0926 0.0146 -0.0420 0.0523 0.0824 -0.0662 0.0401 0.0340 -0.0313 -0.0491 -0.0395 0.0116 0.1571 0.0514 0.0482 0.1591 0.0544 0.0294 -0.0091 -0.0079 -0.0534 0.0320 0.0302 -0.0566 0.0359 0.0722 -0.1165 0.1407 0.0713 -0.0719 0.1094 0.0674 -0.0695 0.0752 0.0212 -0.0348 -0.0076 0.0048 -0.0342 0.0253 0.0933 -0.0256 0.0083 0.1371 -0.0970 0.0763 0.1186 -0.0403 -0.0260 0.1026 -0.1103 0.0235 0.1567 -0.0353 -0.0162 -0.0426 -0.0330 0.0233

Calculated values (kJ/mol) of energy above the lowest of the compared OMol25 structures with the same formula, charge and spin for the records, taken in order: 243.75 472.84 276.19 19.71 79.80 88.73 135.17 243.72 56.07 782.87 251.33 354.67.
Calculated values (hartree/bohr) of max |F| for the records, taken in order: 0.0437 0.0472 0.0675 0.1010 0.0662 0.0605 0.0468 0.0510 0.0407 0.1102 0.0790 0.1290.
Calculated values (Ha) of electronic energy for the records, taken in order: -852.82163 -891.70312 -891.77802 -1289.94401 -839.95456 -1117.59327 -1139.47431 -1139.43296 -1935.91846 -1528.58479 -1528.28140 -1529.07120.